1.
Below is a molecular structure, CH14Na4O10 at a distorted geometry, with properties calculated with wB97M-V/def2-TZVPD.

```
29
Properties=species:S:1:pos:R:3:forces:R:3:mulliken_charge:R:1
Na 0.63129 -1.59641 -2.89256 -0.50 0.31 0.74 0.775
Na 1.07165 1.93265 -3.29390 -0.33 -0.38 0.47 0.559
Na 2.34628 2.70205 1.41964 -0.61 -0.26 -0.02 0.898
Na 3.45432 -1.89670 -0.08870 -0.56 0.15 -0.23 0.642
C 0.41992 0.09948 -0.42498 0.32 0.09 -1.09 1.217
O 0.53131 0.95659 0.44213 1.65 2.49 4.64 -1.072
O -0.08182 0.50326 -1.48329 -1.52 0.74 -5.41 -1.289
O 0.80126 -1.08599 -0.34167 1.80 -3.07 0.39 -1.114
O -1.08205 -0.71195 2.28380 -0.80 0.52 0.18 -0.663
H -0.45580 -0.17476 1.79854 0.25 0.42 -0.08 0.298
H -0.55311 -1.41413 2.66247 0.13 -0.41 0.08 0.363
O -2.81065 0.75879 -0.39639 -0.33 0.24 -0.09 -0.635
H -2.75069 0.74577 0.55884 -0.08 -0.04 0.33 0.339
H -1.90342 0.69414 -0.69470 0.32 0.06 -0.05 0.348
O 0.78961 -2.61989 1.97698 0.54 -0.73 0.58 -0.595
H 0.80050 -2.12315 1.15883 -0.45 0.58 -0.95 0.408
H 1.68673 -2.56090 2.30551 0.13 -0.19 0.47 0.286
O 2.31209 0.36940 2.50097 0.94 0.56 0.35 -0.594
H 2.75993 -0.47612 2.47351 0.15 -0.08 0.39 0.222
H 1.79234 0.39190 1.69748 -1.35 -0.17 -0.91 0.501
O -2.00566 -2.25178 0.08593 -0.22 -0.75 -0.55 -0.595
H -1.97843 -1.58362 0.77080 0.08 0.27 0.51 0.362
H -1.29978 -2.00983 -0.51359 0.10 0.12 0.04 0.281
O -2.37233 0.02322 -3.36725 0.22 -0.42 -0.42 -0.588
H -2.08162 0.49008 -4.15068 -0.20 0.17 -0.33 0.292
H -1.75746 0.29307 -2.68507 0.13 0.14 0.63 0.308
O 0.50967 3.81320 -0.35827 0.72 0.45 0.38 -0.597
H 0.95779 3.83722 -1.20375 0.06 0.29 -0.18 0.245
H 0.26826 2.89445 -0.24062 -0.59 -1.10 0.13 0.395
```
Forces are in eV/Å.

Values from the calculation:
* net charge: +1
* HOMO-LUMO gap (spin up / spin down): 3.47 / 7.38 eV
* multiplicity: 2
* energy relative to the best compared isomer or geometry (same formula, charge and spin): 165.1 kJ/mol

2.
Below is 6 unconnected molecules or ions with the total composition CH14O5S at a distorted geometry, with properties calculated with wB97M-V/def2-TZVPD.

```
21
Properties=species:S:1:pos:R:3:forces:R:3:mulliken_charge:R:1
C 4.02441 0.70753 -1.08945 -0.68 -1.06 0.25 -0.617
S 3.87537 2.12297 0.00730 0.20 0.43 -0.35 -0.155
H 5.00137 0.39846 -1.44439 0.32 0.77 -0.20 0.353
H 3.66382 -0.21630 -0.61955 -0.26 0.36 0.13 0.075
H 3.31141 0.92911 -1.87817 0.28 -0.16 -0.32 0.227
H 4.19252 1.53401 1.13965 0.25 -0.30 0.54 0.087
O 1.12155 -2.61044 0.31022 -1.30 0.18 -0.26 -0.661
H 0.31766 -2.24112 0.72814 0.59 -0.39 -0.35 0.319
H 1.84249 -2.28416 0.82545 0.76 0.23 0.69 0.322
O 0.93737 0.45669 -0.74601 0.29 0.30 -0.09 -0.562
H 0.00540 0.38120 -0.56362 -0.57 0.04 0.01 0.290
H 1.30440 -0.35106 -0.38783 0.11 -0.39 -0.07 0.314
O -2.09250 2.30799 1.88988 -0.58 0.29 -0.18 -0.616
H -2.94187 2.68595 1.61364 0.23 -0.26 0.09 0.305
H -1.56829 3.10075 2.02833 0.34 -0.02 0.07 0.313
O -4.70241 -0.04885 0.09194 0.36 -2.17 -0.21 -0.595
H -5.31395 0.32540 -0.51403 -0.65 0.86 -0.49 0.302
H -4.36836 0.57776 0.69789 0.30 1.25 0.71 0.301
O -2.49996 -2.57744 -0.82340 0.22 -0.09 0.01 -0.598
H -3.29985 -2.64334 -1.35065 -0.05 0.08 -0.02 0.286
H -2.81059 -2.55511 0.08466 -0.14 0.07 0.05 0.309
```
Forces are in eV/Å.

Values from the calculation:
* SMILES: CS.O.O.O.O.O
* net charge: 0
* HOMO-LUMO gap: 8.94 eV
* energy relative to the best compared isomer or geometry (same formula, charge and spin): 118.1 kJ/mol

3.
Below is 6 unconnected molecules or ions with the total composition CH14O6 at a distorted geometry, with properties calculated with wB97M-V/def2-TZVPD.

```
21
Properties=species:S:1:pos:R:3:forces:R:3:mulliken_charge:R:1
C -2.22319 0.95232 -0.18410 0.16 0.43 -0.49 -0.610
O -0.91831 0.47123 0.09527 -0.17 0.49 0.63 -0.494
H -2.27844 1.25253 -1.23581 -0.19 -0.15 0.04 0.263
H -2.35000 1.85015 0.41434 -0.07 -0.07 0.12 0.242
H -3.01583 0.23792 0.04627 0.10 -0.10 0.01 0.283
H -0.70182 -0.28753 -0.43885 0.10 -0.52 -0.51 0.272
O 3.30587 -2.23515 -1.99745 0.17 0.15 0.68 -0.611
H 4.22624 -2.32585 -1.73612 0.30 -0.15 -0.42 0.314
H 2.93675 -1.95207 -1.14633 -0.59 0.08 -0.22 0.306
O 1.15499 -1.56767 0.05704 0.39 0.24 -0.49 -0.643
H 0.91331 -1.19681 0.90842 -0.10 -0.06 0.48 0.302
H 0.83912 -2.46997 0.01169 -0.20 -0.15 0.16 0.310
O 0.08759 0.19195 2.58177 0.46 0.17 -0.36 -0.750
H -0.39244 0.23981 3.41410 -0.30 0.07 -0.40 0.321
H -0.42474 0.53099 1.80335 -0.10 -0.59 0.61 0.464
O -0.16119 -0.94308 -2.61256 -1.33 -0.55 1.47 -0.590
H -0.26552 -1.09355 -3.52747 -0.10 -0.21 -1.54 0.274
H 0.61161 -0.43011 -2.49889 1.40 0.72 0.15 0.307
O -0.85354 2.90114 2.06568 0.62 -0.18 0.25 -0.614
H -0.34244 3.57246 1.60782 -0.15 0.27 -0.17 0.314
H -0.14804 2.30129 2.37184 -0.40 0.10 0.02 0.339
```
Forces are in eV/Å.

Values from the calculation:
* SMILES: CO.O.O.O.O.O
* net charge: 0
* HOMO-LUMO gap: 11.19 eV
* energy relative to the best compared isomer or geometry (same formula, charge and spin): 58.0 kJ/mol

4.
Below is a molecular structure, CH15B3NO2Tl at a distorted geometry, with properties calculated with wB97M-V/def2-TZVPD.

```
23
Properties=species:S:1:pos:R:3:forces:R:3:mulliken_charge:R:1
Tl 9.87444 -1.13977 -7.26929 0.21 0.30 0.06 0.702
B 8.42813 -1.89480 -10.07399 3.79 0.21 -1.90 0.417
H 9.28612 -2.38570 -9.64143 4.04 -1.24 0.95 -0.506
H 7.62458 -2.16816 -9.40778 -5.72 -0.45 2.12 0.099
H 8.46650 -0.81898 -10.00055 -0.54 4.28 1.83 0.028
H 8.28396 -2.37556 -11.02915 -1.70 -2.92 -2.97 0.060
B 11.62821 -3.17891 -9.29213 -3.64 -0.97 0.68 0.165
H 12.69460 -3.28310 -9.16481 5.48 0.42 -1.02 0.142
H 11.36364 -3.72229 -10.18599 -0.13 -3.42 -2.87 0.029
H 11.04534 -3.45421 -8.42686 -2.59 -0.85 2.51 -0.364
H 11.54209 -2.11205 -9.42870 1.16 4.94 0.61 0.001
B 8.40982 -4.02242 -7.32621 3.24 4.96 -0.99 0.358
H 8.11333 -4.89241 -6.76100 -2.14 -5.28 1.73 0.259
H 9.44371 -4.14506 -7.60954 3.61 -1.59 -0.29 -0.126
H 7.74795 -4.08556 -8.17602 -4.19 -1.30 -2.63 0.009
H 8.43348 -3.14958 -6.69230 -0.86 3.10 2.16 -0.276
C 10.52015 3.75062 -5.43349 -1.24 0.10 1.30 -0.729
N 10.26044 2.94856 -6.67497 0.27 -0.37 -1.76 0.799
O 10.34580 1.69333 -6.71909 -0.02 1.98 0.73 -0.542
O 9.95254 3.62250 -7.65273 0.42 -1.18 1.39 -0.442
H 9.83724 4.59252 -5.54722 0.50 0.15 -0.08 0.314
H 11.53020 4.06146 -5.16650 0.22 -0.19 -1.17 0.297
H 10.19304 3.24563 -4.52460 -0.18 -0.66 -0.41 0.304
```
Forces are in eV/Å.

Values from the calculation:
* net charge: +1
* HOMO-LUMO gap (spin up / spin down): 6.00 / 5.83 eV
* multiplicity: 2
* energy relative to the best compared isomer or geometry (same formula, charge and spin): 0.0 kJ/mol

5.
Below is 6 unconnected molecules or ions with the total composition CH15N2O5 at a distorted geometry, with properties calculated with wB97M-V/def2-TZVPD.

```
23
Properties=species:S:1:pos:R:3:forces:R:3:mulliken_charge:R:1
N 0.47693 -0.90885 0.90532 -0.34 0.08 -1.70 -0.236
C 0.72059 -0.83763 -0.41969 0.61 -1.15 -0.23 0.400
N 0.15400 0.06015 -1.20985 1.04 -0.59 -0.05 -0.155
H -0.24621 -0.25031 1.25285 0.58 -0.43 0.18 0.262
H 0.74427 -1.69550 1.51440 0.03 0.72 -0.91 0.260
H 1.44270 -1.59931 -0.97076 -1.40 1.61 1.74 0.133
H 0.45361 0.22203 -2.18798 0.13 -0.61 0.35 0.263
H -0.54114 0.70575 -0.91293 -0.76 0.20 0.96 0.185
H -2.85130 0.18350 0.66875 0.28 0.54 -0.19 0.282
H -2.24976 1.66390 0.92159 -0.32 -1.51 -0.38 0.435
O -2.07780 0.75348 0.52072 -0.44 0.47 -0.07 -0.746
H 2.53925 -4.06926 -1.39301 1.00 -0.02 1.50 0.330
H 3.44109 -4.12003 0.04127 -1.35 0.74 -2.10 0.331
O 2.94166 -3.56172 -0.64330 0.24 -0.66 0.56 -0.656
H -1.32073 3.19518 1.20736 0.76 -0.05 0.17 0.355
H -2.58790 3.85040 1.34173 -1.87 2.15 -0.63 0.283
O -2.15284 3.11114 1.67508 1.35 -1.55 0.60 -0.628
H 1.59830 1.00299 -4.07666 -0.89 -1.56 0.52 0.364
H 1.81456 -0.46878 -3.58417 -0.15 0.27 -0.36 0.345
O 1.11297 0.18401 -3.74896 1.30 1.28 -0.54 -0.739
H -0.84905 1.46534 3.27357 1.02 2.11 0.93 0.299
H -1.75901 0.49026 2.94489 -0.05 -0.92 -0.40 0.307
O -0.80420 0.62325 2.87977 -0.78 -1.12 0.08 -0.670
```
Forces are in eV/Å.

Values from the calculation:
* net charge: +1
* HOMO-LUMO gap: 11.59 eV
* energy relative to the best compared isomer or geometry (same formula, charge and spin): 121.0 kJ/mol

6.
Below is 7 unconnected molecules or ions with the total composition CH16O6 at a distorted geometry, with properties calculated with wB97M-V/def2-TZVPD.

```
23
Properties=species:S:1:pos:R:3:forces:R:3:mulliken_charge:R:1
C -3.06408 0.02452 -1.13626 0.65 0.76 -1.42 -1.168
H -3.37122 0.93473 -1.68423 -0.50 -0.50 0.33 0.337
H -2.56372 0.34520 -0.22289 -0.05 -0.38 -0.04 0.229
H -2.39805 -0.52331 -1.81654 0.27 0.47 0.39 0.266
H -3.82499 -0.71995 -0.99024 -0.72 0.26 0.44 0.315
O 3.02389 -0.56125 0.80511 -0.01 -0.55 0.95 -0.705
H 2.99895 0.23820 0.28238 -0.26 0.28 0.05 0.298
H 2.37497 -0.44944 1.53636 0.51 0.65 -0.74 0.365
O 1.20961 -2.58414 0.34423 0.30 0.21 0.32 -0.638
H 1.82036 -1.87095 0.62976 0.01 -0.67 -0.37 0.390
H 0.77414 -2.14856 -0.38638 -0.18 0.08 -0.21 0.270
O -1.53925 -1.94552 -0.22261 -0.06 0.55 -0.57 -0.535
H -1.10923 -2.69317 -0.64013 -0.08 -0.46 0.59 0.265
H -1.74471 -2.12443 0.69205 0.24 -0.67 0.24 0.281
O 0.15374 3.00927 0.62082 0.27 0.36 0.82 -0.726
H -0.68024 3.17108 0.16904 0.42 0.02 -0.34 0.334
H 0.85720 2.88597 -0.03147 -0.69 0.23 -0.22 0.333
O -0.00590 1.61397 -1.59616 -0.57 -1.38 -0.50 -0.629
H -0.95288 1.41435 -1.65820 -0.15 0.68 -0.07 0.312
H 0.26793 0.68186 -1.57475 0.68 0.34 0.05 0.310
O 0.44203 0.43011 1.37889 -0.83 -0.45 -0.44 -0.609
H 0.19563 1.26515 0.92277 0.15 -0.10 0.57 0.421
H -0.26359 -0.19797 1.12791 0.62 0.26 0.16 0.284
```
Forces are in eV/Å.

Values from the calculation:
* SMILES: C.O.O.O.O.O.O
* net charge: 0
* HOMO-LUMO gap: 10.97 eV
* energy relative to the best compared isomer or geometry (same formula, charge and spin): 138.6 kJ/mol